1.
C4H8N2O in the gas phase, computed with ωB97M-V/def2-TZVPD.

```
15
Properties=species:S:1:pos:R:3:forces:R:3
O 1.404907 2.016218 -0.720420 0.2 -0.5 -0.9
N -0.926524 -0.287333 -0.215798 0.3 0.5 0.5
N 0.374338 1.252793 1.512545 -2.6 -0.9 -1.3
C -2.312883 -0.722227 -0.070738 -0.1 0.2 0.4
C 1.159824 0.889805 -0.362085 0.7 0.3 -0.6
C -0.066764 0.625543 0.433142 1.3 0.0 0.9
C 2.100975 -0.271878 -0.436728 0.4 -0.1 -0.2
H 1.817844 -0.919120 -1.272985 0.2 0.0 0.0
H 2.060435 -0.859051 0.488129 0.0 0.2 -0.2
H -2.863843 0.036846 0.476585 -0.1 -0.1 0.1
H -2.789578 -0.833764 -1.060326 0.4 0.2 0.3
H -0.203997 1.489731 2.295938 -0.8 -0.6 0.6
H -0.442565 -0.859969 -0.910429 0.0 0.8 0.4
H -2.407060 -1.691925 0.437818 0.1 0.3 0.1
H 3.094884 0.134333 -0.594641 0.2 -0.2 -0.1
```
Positions in Å, forces in eV/Å.

Results
Electronic energy   -9303.22183 eV
Total charge   0
Highest occupied orbital energy   -9.1091 eV
Orbital gap   9.7 eV
ΔE to the lowest compared entry with this formula, charge and spin   3.1714 eV

Atomic partial charges in e from the Löwdin method, atoms 1 to 6:
1 O 0.09
2 N 0.00
3 N 0.16
4 C -0.09
5 C -0.49
6 C -0.32



2.
C4H8N2O2 in the gas phase, computed with ωB97M-V/def2-TZVPD.

```
16
Properties=species:S:1:pos:R:3:forces:R:3
O 0.719638 1.050421 0.674173 -1.7 -2.6 -2.1
O -1.701030 1.478299 -0.685985 0.4 -0.5 4.1
N 2.937600 0.306855 -0.028662 0.0 1.5 3.1
N 1.809306 -0.386221 -0.634400 1.0 -0.9 -3.0
C 0.606498 0.033169 -0.128692 2.5 2.9 3.5
C -1.696104 -0.639527 0.824059 2.0 4.1 2.4
C -1.845390 0.090618 -0.420484 -0.3 0.5 -2.1
C -0.607790 -0.705610 -0.197631 -0.2 -0.5 -0.7
H -0.711793 -1.617819 -0.685793 0.9 -1.4 -1.2
H 2.009094 -1.030907 -1.709475 -0.9 3.0 4.8
H -2.167184 -1.546807 1.075382 -0.7 -0.5 0.5
H 2.850072 0.018168 1.065756 0.3 0.5 -3.3
H 2.771579 1.461934 0.197966 -0.2 -4.1 -1.7
H -1.330512 0.162664 1.567700 -1.0 -1.9 -0.2
H -1.266744 1.783863 0.233032 -1.0 -0.4 -3.1
H -2.377247 -0.459103 -1.146945 -1.2 0.4 -1.0
```
Positions in Å, forces in eV/Å.

Results
Electronic energy   -11348.18226 eV
Total charge   0
Highest occupied orbital energy   -9.5049 eV
Orbital gap   10.2 eV
ΔE to the lowest compared entry with this formula, charge and spin   5.9305 eV

Atomic partial charges in e from the Löwdin method, atoms 1 to 6:
1 O -0.07
2 O -0.03
3 N -0.08
4 N -0.08
5 C -0.42
6 C -0.02



3.
C4H8N2O2 in the gas phase, computed with ωB97M-V/def2-TZVPD.

```
16
Properties=species:S:1:pos:R:3:forces:R:3
O -2.313965 -0.703468 -0.167203 2.6 1.0 -0.4
O 0.272946 2.364972 0.004569 1.2 9.1 -7.8
N 0.734971 -1.050090 0.223443 -4.8 0.8 -3.9
N 1.443217 -1.309652 1.270414 4.2 -0.4 0.3
C 0.139483 0.077570 -0.051731 1.6 -1.5 1.5
C 0.472441 1.327736 0.689882 2.0 -5.0 3.7
C -1.514401 -1.303843 -1.208965 -0.2 1.1 0.9
C -1.117116 0.081278 -0.856317 -1.4 -1.6 0.2
H -2.166139 -1.517058 -2.037997 0.5 -0.3 -0.6
H -0.318488 1.290062 1.446829 0.2 0.5 0.8
H 0.991139 2.728610 -0.874835 -3.0 -2.5 4.3
H 2.136845 -2.048870 0.872333 -1.1 1.7 1.9
H 1.506909 1.367317 1.215942 -1.3 -0.6 -0.5
H 1.889059 -0.416117 1.563569 0.5 -1.0 0.6
H -1.492822 1.009970 -1.290516 0.3 -0.6 0.0
H -0.664079 -1.898419 -0.799417 -1.4 -0.7 -1.0
```
Positions in Å, forces in eV/Å.

Results
Electronic energy   -11347.04949 eV
Total charge   0
Highest occupied orbital energy   -8.4751 eV
Orbital gap   8.7 eV
ΔE to the lowest compared entry with this formula, charge and spin   7.0633 eV

Atomic partial charges in e from the Löwdin method, atoms 1 to 6:
1 O -0.08
2 O -0.08
3 N -0.09
4 N 0.03
5 C -0.23
6 C -0.40



4.
C4H8N2O2 in the gas phase, computed with ωB97M-V/def2-TZVPD.

```
16
Properties=species:S:1:pos:R:3:forces:R:3
O 1.531848 -0.010474 0.596821 -0.5 -0.2 0.0
O -1.102791 0.125692 -1.294028 0.1 -1.0 1.5
N -1.381646 -1.521773 0.460602 0.4 -0.4 -0.6
N -0.122217 1.266370 1.751211 1.0 1.2 1.4
C -1.741429 -0.685775 -2.264127 2.8 -0.2 -0.7
C 2.752575 0.643944 0.907314 1.0 0.9 -2.3
C -0.920186 -0.494851 -0.090949 2.4 1.9 2.3
C 0.331450 0.440255 0.942032 -3.1 -1.6 -2.5
H 0.565902 1.770974 2.394404 -0.9 -1.0 -1.3
H -1.130903 -1.575221 -2.493382 -0.4 0.2 0.3
H -1.740486 -0.079141 -3.112641 0.3 0.9 -1.6
H -2.734221 -0.900487 -2.151079 -2.6 -0.8 1.3
H 3.448663 -0.185423 0.655309 0.1 1.0 0.5
H -1.932093 -2.234494 -0.045856 0.1 1.0 0.0
H 2.899234 1.018933 1.922586 -0.4 -0.2 0.0
H 2.917797 1.524347 0.122719 -0.3 -1.7 1.8
```
Positions in Å, forces in eV/Å.

Results
Electronic energy   -11349.72804 eV
Total charge   0
Highest occupied orbital energy   -9.3929 eV
Orbital gap   10.3 eV
ΔE to the lowest compared entry with this formula, charge and spin   4.3847 eV

Atomic partial charges in e from the Löwdin method, atoms 1 to 6:
1 O -0.10
2 O -0.06
3 N 0.14
4 N 0.14
5 C -0.08
6 C -0.07



5.
C4H8N2O2 in the gas phase, computed with ωB97M-V/def2-TZVPD.

```
16
Properties=species:S:1:pos:R:3:forces:R:3
O 2.388344 -0.841912 0.626747 1.6 0.6 0.3
O 2.624123 1.238392 -0.221865 1.0 0.5 -0.2
N -1.605228 1.541207 0.077129 3.0 3.3 3.0
N 0.016297 -1.282945 -0.427448 0.9 1.0 0.6
C 2.003342 0.226029 -0.145405 1.0 -1.7 2.6
C -1.162213 -0.922051 0.334319 0.3 1.7 0.9
C 0.693535 0.070335 -0.603966 -6.6 -0.4 -1.5
C -0.696472 0.588484 0.544105 1.3 -3.0 -2.0
H -0.324103 0.810602 1.511159 0.5 0.3 0.8
H -1.161979 -1.481614 1.341740 -0.9 0.6 -1.7
H -0.994183 2.453245 0.139517 -2.2 -1.7 -0.5
H -0.132181 -1.957051 -1.144400 0.3 0.0 -0.9
H 0.515706 0.589411 -1.595104 0.2 -0.6 1.1
H -1.810216 1.372784 -0.842314 -0.8 -0.3 -2.9
H -2.120094 -0.815632 -0.278287 0.9 -0.9 1.1
H 1.765323 -1.589288 0.684067 -0.4 0.7 -0.7
```
Positions in Å, forces in eV/Å.

Results
Electronic energy   -11350.83914 eV
Total charge   0
Highest occupied orbital energy   -9.4250 eV
Orbital gap   10.2 eV
ΔE to the lowest compared entry with this formula, charge and spin   3.2736 eV

Atomic partial charges in e from the Löwdin method, atoms 1 to 6:
1 O 0.08
2 O 0.12
3 N 0.04
4 N -0.06
5 C -0.57
6 C -0.17



6.
C4H8N2O2 in the gas phase, computed with ωB97M-V/def2-TZVPD.

```
16
Properties=species:S:1:pos:R:3:forces:R:3
O -1.614599 1.344174 0.899341 -0.1 0.0 0.1
O 1.311139 -0.756896 -1.708562 0.1 0.1 0.1
N -0.020174 -0.270905 1.115219 -0.6 -0.8 -0.4
N -0.147658 0.967951 -1.818167 0.0 0.2 0.1
C 0.112896 -1.756383 1.070753 -0.1 1.1 0.0
C -1.285786 0.227087 1.252169 0.4 0.4 -0.2
C 0.908140 0.511210 0.307010 -0.1 -0.3 0.0
C 0.741084 0.178015 -1.174667 0.0 -0.2 -0.2
H -1.999090 -0.461297 1.722957 0.1 -0.2 0.1
H -0.630170 1.686295 -1.302082 -0.2 -0.1 -0.1
H 0.237503 -2.123509 2.082212 0.0 -0.3 0.0
H 0.960630 -1.991074 0.437166 0.2 -0.1 0.1
H -0.410230 0.755027 -2.766234 0.1 0.0 0.1
H -0.764657 -2.177105 0.585117 0.0 -0.2 0.1
H 1.919031 0.302003 0.637217 0.2 0.0 -0.1
H 0.660518 1.541565 0.471815 0.1 0.6 0.2
```
Positions in Å, forces in eV/Å.

Results
Electronic energy   -11353.49266 eV
Total charge   0
Highest occupied orbital energy   -9.4530 eV
Orbital gap   10.3 eV
ΔE to the lowest compared entry with this formula, charge and spin   0.6201 eV

Atomic partial charges in e from the Löwdin method, atoms 1 to 6:
1 O 0.01
2 O 0.04
3 N -0.12
4 N 0.18
5 C -0.02
6 C -0.32



7.
A 2-piece molecular cluster, C4H8N2O2 overall, computed with ωB97M-V/def2-TZVPD.

```
16
Properties=species:S:1:pos:R:3:forces:R:3
O 3.197659 0.784193 -0.130602 -0.3 0.1 0.1
O 1.480482 2.016994 0.351739 0.5 0.5 0.1
N 2.021982 0.961400 0.096298 -2.3 -1.0 0.0
N -0.781126 -0.297700 0.164109 1.6 0.0 -1.0
C 0.524320 -0.598581 -0.032176 0.9 -0.6 1.7
C -1.230580 0.268331 -1.114240 -4.0 -3.1 -1.0
C 1.411559 -1.540639 -0.298156 -2.2 0.5 -0.8
C -1.440945 0.177235 1.413594 2.7 -0.3 0.4
H 2.375541 -1.185214 -0.472781 1.7 0.3 0.0
H 1.180260 -2.514259 -0.712013 -0.4 -0.2 0.6
H -2.087170 0.974405 1.086726 -0.6 0.0 0.3
H -2.420813 0.473310 -1.125470 2.9 -0.3 0.2
H -1.917895 -0.680352 1.970230 0.4 1.1 -0.6
H -0.655004 1.110382 -1.300996 0.7 1.7 -0.9
H -0.570914 0.656017 1.979347 -1.5 -0.7 -0.1
H -1.087355 -0.605522 -1.875609 -0.1 2.0 1.0
```
Positions in Å, forces in eV/Å.

Results
Electronic energy   -11346.64157 eV
Total charge   0
Highest occupied orbital energy (spin up / spin down)   -8.3856 / -8.3865 eV
Orbital gap (spin up / spin down)   9.0 / 9.0 eV
ΔE to the lowest compared entry with this formula, charge and spin   7.4712 eV

Atomic partial charges in e from the Löwdin method, atoms 1 to 6:
1 O -0.01
2 O -0.03
3 N -0.35
4 N -0.20
5 C -0.11
6 C -0.06



8.
A 2-piece molecular cluster, C4H8N2O2S overall, computed with ωB97M-V/def2-TZVPD.

```
17
Properties=species:S:1:pos:R:3:forces:R:3
S 1.341433 3.128435 -0.123936 -0.2 -0.7 -0.4
O -0.953254 -2.897696 0.959594 4.0 -2.9 0.3
O -1.793027 -0.332212 1.332313 0.6 -0.7 0.0
N -1.181353 1.283158 -0.895901 2.4 -0.8 1.0
N -0.084890 -1.855153 1.119598 -2.5 1.4 1.4
C 1.147681 0.412527 -0.885888 -3.0 0.6 -0.8
C 1.794963 1.651913 -0.726948 0.9 -0.2 0.2
C -0.277846 0.257847 -0.940493 1.3 -0.2 -1.0
C -0.607210 -0.614757 1.254717 2.0 0.9 1.7
H -0.641246 2.008912 -0.375023 -1.2 0.5 -0.6
H 1.820706 -0.403169 -1.100761 -0.4 -0.4 -0.1
H -2.099788 1.035531 -0.540202 0.3 0.1 -0.1
H 0.806361 -1.949173 0.761520 1.9 -0.7 -0.9
H -0.676807 -0.776573 -0.994169 0.2 0.9 -0.6
H 0.317940 0.102121 1.340425 -2.0 -0.8 0.2
H 2.837299 1.461145 -1.004910 0.2 0.8 0.3
H -1.750963 -2.512856 0.820063 -4.2 2.0 -0.6
```
Positions in Å, forces in eV/Å.

Results
Electronic energy   -22184.59802 eV
Total charge   0
Highest occupied orbital energy (spin up / spin down)   -8.4883 / -8.4887 eV
Orbital gap (spin up / spin down)   7.8 / 7.8 eV
ΔE to the lowest compared entry with this formula, charge and spin   3.7571 eV

Atomic partial charges in e from the Löwdin method, atoms 1 to 6:
1 S 0.63
2 O 0.06
3 O 0.02
4 N 0.12
5 N -0.01
6 C -0.22



9.
A 2-piece molecular cluster, C4H8N2O2S2 overall, computed with ωB97M-V/def2-TZVPD.

```
18
Properties=species:S:1:pos:R:3:forces:R:3
S 0.392372 -1.935936 1.964353 -1.7 0.8 -1.3
S -1.235556 1.735809 -1.574999 2.0 0.3 1.5
O -0.788251 -1.798544 2.921820 0.8 -0.2 -0.4
O -2.110022 2.866829 -1.204257 -1.2 0.7 -0.2
N -1.582055 -1.116956 0.469976 1.7 -0.4 -1.1
N 0.534141 2.455349 0.485001 0.9 -0.1 0.1
C 1.492828 -0.354340 -0.773436 -0.7 4.7 3.6
C 0.519656 -1.436209 -0.769565 1.4 -0.6 -0.5
C -0.270097 -1.440999 0.435371 -0.6 -1.1 4.9
C 0.055615 1.771838 -0.541086 0.8 -3.8 -2.0
H -0.196615 -1.220438 -1.555461 0.4 -1.1 -1.0
H -2.173702 -1.405118 1.236280 0.3 0.0 0.4
H 0.460434 3.458646 0.440608 -0.2 0.3 0.2
H 1.251633 -2.336487 -0.767917 -1.8 0.6 -0.7
H -1.915776 -1.119638 -0.465035 -1.2 0.4 -0.4
H 1.793505 0.059497 0.249552 -0.5 -1.1 -1.4
H 2.338841 -0.279956 -1.389046 0.5 0.0 -1.6
H 1.433050 2.096653 0.837840 -0.8 0.5 -0.1
```
Positions in Å, forces in eV/Å.

Results
Electronic energy   -33017.09504 eV
Total charge   0
Highest occupied orbital energy (spin up / spin down)   -7.9953 / -7.9979 eV
Orbital gap (spin up / spin down)   6.9 / 6.9 eV
ΔE to the lowest compared entry with this formula, charge and spin   7.2961 eV

Atomic partial charges in e from the Löwdin method, atoms 1 to 6:
1 S 0.89
2 S 0.79
3 O -0.66
4 O -0.64
5 N 0.13
6 N 0.05



10.
C4H8N2O2S2 in the gas phase, computed with ωB97M-V/def2-TZVPD.

```
18
Properties=species:S:1:pos:R:3:forces:R:3
S -0.131805 -0.654526 2.010579 0.3 0.0 -1.2
S 0.740259 1.721156 -0.052250 -0.6 -1.7 -0.8
O 1.867202 2.363156 0.539897 0.5 0.1 0.8
O 0.672299 1.676831 -1.498675 -0.3 0.2 0.4
N 0.989423 -2.249126 -0.916743 -1.1 -0.3 -2.8
N -1.428042 -1.426095 1.173774 0.3 0.5 -0.5
C -0.809971 2.402664 0.508976 -0.3 -2.0 -1.4
C 0.794395 -0.243527 0.437244 0.0 2.7 1.4
C -1.232195 -1.524025 -0.097959 1.3 0.6 3.4
C 0.147585 -1.124734 -0.565060 -0.2 -0.2 -2.1
H -2.004687 -2.022786 -0.608294 -0.6 -0.5 -1.2
H 0.083829 -0.619662 -1.511909 -0.3 0.8 -0.4
H 0.462646 -2.963536 -1.453223 0.4 0.9 0.2
H 1.339682 -2.733221 -0.176261 1.2 -1.4 2.9
H -0.963851 3.331879 0.012179 -0.2 0.3 -1.3
H -1.479671 1.539798 0.242525 0.0 1.3 0.1
H -0.956728 2.695515 1.492641 0.4 -0.3 2.3
H 1.909635 -0.169763 0.462561 -0.9 -1.0 0.2
```
Positions in Å, forces in eV/Å.

Results
Electronic energy   -33021.03545 eV
Total charge   0
Highest occupied orbital energy   -9.1445 eV
Orbital gap   9.6 eV
ΔE to the lowest compared entry with this formula, charge and spin   3.3557 eV

Atomic partial charges in e from the Löwdin method, atoms 1 to 6:
1 S 0.88
2 S 0.63
3 O -0.32
4 O -0.34
5 N 0.07
6 N -0.28



What did the sixth record say?
C4H8N2O2 in the gas phase, computed with ωB97M-V/def2-TZVPD.

```
16
Properties=species:S:1:pos:R:3:forces:R:3
O -1.614599 1.344174 0.899341 -0.1 0.0 0.1
O 1.311139 -0.756896 -1.708562 0.1 0.1 0.1
N -0.020174 -0.270905 1.115219 -0.6 -0.8 -0.4
N -0.147658 0.967951 -1.818167 0.0 0.2 0.1
C 0.112896 -1.756383 1.070753 -0.1 1.1 0.0
C -1.285786 0.227087 1.252169 0.4 0.4 -0.2
C 0.908140 0.511210 0.307010 -0.1 -0.3 0.0
C 0.741084 0.178015 -1.174667 0.0 -0.2 -0.2
H -1.999090 -0.461297 1.722957 0.1 -0.2 0.1
H -0.630170 1.686295 -1.302082 -0.2 -0.1 -0.1
H 0.237503 -2.123509 2.082212 0.0 -0.3 0.0
H 0.960630 -1.991074 0.437166 0.2 -0.1 0.1
H -0.410230 0.755027 -2.766234 0.1 0.0 0.1
H -0.764657 -2.177105 0.585117 0.0 -0.2 0.1
H 1.919031 0.302003 0.637217 0.2 0.0 -0.1
H 0.660518 1.541565 0.471815 0.1 0.6 0.2
```
Positions in Å, forces in eV/Å.

Results
Electronic energy   -11353.49266 eV
Total charge   0
Highest occupied orbital energy   -9.4530 eV
Orbital gap   10.3 eV
ΔE to the lowest compared entry with this formula, charge and spin   0.6201 eV

Atomic partial charges in e from the Löwdin method, atoms 1 to 6:
1 O 0.01
2 O 0.04
3 N -0.12
4 N 0.18
5 C -0.02
6 C -0.32



- electronic energy of number 3 (C4H8N2O2)?
  -11347.04949 eV